1.
16
Properties=species:S:1:pos:R:3 method="wB97M-V/def2-TZVPD" homo_ev=-5.98 lumo_energy_ev=3.7 orbital_gap_ha=0.355 total_charge=-1 relative_energy_ev=0.120
H -1.581 1.716 -0.346
H 0.563 -1.523 1.259
H 2.836 0.878 1.056
H 0.223 -2.704 2.181
O 0.958 -2.292 1.721
H -2.395 -1.996 0.916
O -2.151 -2.131 -0.004
H -1.323 -1.626 -0.097
Cl 0.137 0.251 0.051
H -1.598 3.151 -0.868
H -0.232 1.481 -2.171
O 3.203 0.205 1.638
O 0.004 1.423 -3.111
H 2.584 -0.528 1.529
O -2.181 2.413 -0.673
H 0.954 1.281 -3.082



2.
19
Properties=species:S:1:pos:R:3 method="wB97M-V/def2-TZVPD" homo_ev=-6.03 lumo_energy_ev=3.1 orbital_gap_ha=0.334 total_charge=-1 relative_energy_ev=0.233
H -1.171 1.724 0.531
O -1.550 2.061 1.343
H 3.026 -0.300 -1.568
H 2.540 -0.549 1.511
H -3.917 -1.202 0.711
H -0.776 -0.548 2.150
O -3.866 -0.629 -0.053
O 2.335 -0.785 -2.019
H 1.537 -1.243 0.614
O 1.999 -1.337 1.447
Cl -0.669 -0.583 -0.701
O -0.184 -0.146 2.785
H 1.557 1.191 -3.481
H 1.552 -0.635 -1.489
H 0.691 -0.408 2.496
H 0.316 0.967 -2.644
O 0.621 1.388 -3.448
H -2.928 -0.533 -0.220
H -1.113 1.567 2.036



3.
19
Properties=species:S:1:pos:R:3 method="wB97M-V/def2-TZVPD" homo_ev=-6.06 lumo_energy_ev=3.5 orbital_gap_ha=0.351 total_charge=-1 relative_energy_ev=0.517
O -2.703 0.111 -1.208
H -1.835 0.053 -0.733
H 0.167 -0.468 2.260
Cl 0.214 0.183 0.009
O 1.847 -2.428 -1.753
H 1.866 2.191 -2.880
H -0.657 2.746 0.474
H -2.536 0.728 -1.925
O -1.291 3.374 0.856
H 1.626 1.851 -1.413
O 2.259 2.287 -2.008
H 1.089 -0.596 3.475
O 0.159 -0.551 3.235
H -1.676 3.819 0.095
H 2.560 -2.566 -1.123
H -0.168 -2.352 1.038
H 1.087 -2.181 -1.204
O -0.753 -3.122 0.992
H -1.256 -3.079 1.811



4.
7
Properties=species:S:1:pos:R:3 method="wB97M-V/def2-TZVPD" homo_ev="-8.95 / -9.26" lumo_energy_ev="-0.7 / -0.8" orbital_gap_ha="0.302 / 0.310" relative_energy_ev=2.343
Cl 2.367 -1.273 -0.206
S 0.337 -1.487 0.031
N -0.736 1.113 -0.340
O -0.314 0.192 -1.183
H -0.017 1.429 0.311
O -0.026 -0.841 1.263
H -1.613 0.868 0.124



5.
8
Properties=species:S:1:pos:R:3 method="wB97M-V/def2-TZVPD" homo_ev=-9.94 lumo_energy_ev=-0.7 orbital_gap_ha=0.340 relative_energy_ev=1.606
S -0.599 -0.443 -0.137
S -1.211 -3.142 1.951
Cl -2.686 -1.942 2.731
H -1.227 0.388 0.957
N 0.695 0.384 -0.319
O -0.575 -1.971 0.882
H 1.290 -0.145 -0.974
O -0.309 -3.534 2.952



6.
7
Properties=species:S:1:pos:R:3 method="wB97M-V/def2-TZVPD" homo_ev="-8.52 / -8.52" lumo_energy_ev="-1.2 / -1.2" orbital_gap_ha="0.269 / 0.268" relative_energy_ev=2.218
Cl -1.314 1.682 -1.341
Si 0.418 0.820 -1.001
N -0.654 -1.663 1.524
O -0.273 -1.265 2.593
H 1.382 1.612 -0.270
O -0.412 -1.000 0.426
H 0.853 -0.187 -1.931